[1]
# C47H87NO3S2

6 unconnected molecules or ions with the total composition C47H87NO3S2 in a non-equilibrium geometry (ωB97M-V/def2-TZVPD, OMol25).

Element x y z (Å)
H 6.994345 5.420350 -1.050590
C 7.505953 7.132640 0.141903
C -1.241624 4.105281 -3.244297
H -7.510984 -12.235260 3.380631
C 7.873971 5.808466 -0.526138
H 3.839572 7.149130 -1.983077
H -3.866275 -12.782405 2.266732
H -3.602043 0.408801 -2.346738
H -1.583207 5.122294 -3.443248
C -6.223214 -5.307950 4.419990
C -2.628417 -7.287166 1.652212
O -5.991174 -10.122328 -2.191557
H -8.051918 -13.635831 2.488955
H 7.586109 12.973278 0.469632
H 7.582546 4.430381 1.108105
H -1.582008 -1.761681 0.648511
H 5.167978 7.362352 -4.119771
H -0.200740 4.028521 -3.567086
H 8.625473 3.834865 -0.158713
C -5.227331 -5.289177 2.230415
C -4.697478 -9.643372 -1.738392
H -6.336395 -13.705682 5.020360
O -7.728805 -8.889626 -2.811319
C -4.711390 -12.715575 2.958832
H -4.573673 1.030750 -0.160302
N -2.828246 -5.918372 1.975706
C -5.963749 -13.216940 2.240603
H 4.587884 12.565123 0.966920
H -4.035073 -9.808489 -2.579169
H -0.916517 2.265161 -0.308581
C -0.879092 2.382640 -1.395168
H -3.612713 2.146648 -2.162942
H -6.788049 -9.528675 -0.085532
H 9.378030 5.981678 1.885795
H 3.770065 12.486093 -1.191234
C -6.850410 -15.578360 4.086638
C 2.916707 5.780445 -3.385419
C 3.908280 11.465491 -1.558327
H 2.918919 10.509663 0.135190
H -2.966712 -6.266232 4.538733
C -4.021231 -5.710728 2.774275
C -7.006496 -9.259890 -1.960263
H 1.533919 6.331383 -4.929388
H -6.155892 -12.576126 1.372254
C -6.333678 -5.088209 3.050346
C -3.915091 -5.939905 4.143561
C 6.370460 7.007349 1.153206
C -3.493105 1.059266 -0.306343
C 2.846744 10.552956 -0.952505
H 10.662266 6.281273 -0.268303
H -3.102481 1.878679 0.298874
C -2.924269 -5.210857 -0.439641
H -1.219402 0.291519 -1.720497
O -7.128144 -8.857979 -0.690845
H -4.748833 -8.578829 -1.532277
C -2.223968 -2.964641 -1.007421
H 6.304613 13.565264 -0.592848
H 1.656579 8.779763 -4.658360
H -5.903242 -15.726660 3.565929
H 6.035545 11.618021 -1.823155
H -3.019756 -10.369049 1.240222
C 2.389045 6.781528 -4.414941
H -4.467759 -13.372553 3.797400
C -2.175253 -3.717338 1.273341
H -1.840837 3.431218 -3.858033
C -1.370175 3.783227 -1.758324
C 5.351339 6.562121 -3.400936
H 11.114566 4.574278 -0.213122
C 5.620099 12.204289 0.966457
C 0.815361 8.020266 -2.839390
C 5.329390 10.976960 -1.287904
H 11.691996 5.687584 1.028103
H 8.623428 5.998480 -1.299678
H 0.176994 2.295262 -1.669692
S -1.209616 -8.012812 1.977535
C -4.832387 -11.276775 3.453457
H -5.325387 -5.108320 1.169148
H 0.535668 9.008160 -2.471342
H 5.441427 9.978093 -1.724393
H 6.751866 10.527596 0.242406
H -1.980341 -3.525424 2.318815
H 5.469245 6.617901 0.673933
H -1.487628 1.270701 -3.141378
H 6.456203 14.203118 1.039256
H -7.273158 -4.752158 2.645775
C 8.385347 4.727458 0.427645
C -3.151988 1.230846 -1.783373
H 5.106706 10.136557 0.679341
H -2.940670 -4.407531 -2.413705
H 3.147408 6.948779 -5.184915
H -7.071357 -5.136943 5.064258
H 3.763770 11.511019 -2.641313
C -5.019679 -5.744840 4.963846
H -2.040578 -2.180137 -1.725021
C 4.112602 6.261373 -2.562039
C -7.117736 -14.102200 4.366429
C 1.964476 8.128456 -3.835993
C -7.228429 -13.253997 3.100388
H 5.872676 12.004353 2.011034
H -3.906959 -10.954587 3.933382
H 7.206167 7.840356 -0.637101
C 9.610771 5.123105 1.250096
H -5.091329 -10.860175 -0.003543
H 5.669807 5.675950 -3.953895
C 10.837747 5.435615 0.398204
H -0.063775 7.575600 -3.310817
H 6.130207 7.982420 1.579791
H -6.803157 -16.145031 5.017336
H 1.847070 10.913589 -1.199979
C -1.649066 1.240428 -2.060255
C -4.230097 -10.448105 -0.524621
H -3.312526 -6.161971 -0.762075
H -4.937957 -5.920379 6.025442
H -2.408866 3.914172 -1.443228
H 3.195972 4.862381 -3.912523
H 4.361815 5.486949 -1.831067
H 2.110154 5.498477 -2.701965
H 8.383029 7.570093 0.626767
H 6.181593 6.876489 -2.765615
H -8.053347 -14.012502 4.924037
H -5.636764 -11.163688 4.181057
C 5.721563 10.895074 0.186266
H -5.029837 -10.599235 2.619521
H 2.944715 9.537815 -1.341810
C -1.955158 -2.723251 0.336049
H 1.084653 7.411522 -1.974408
C -2.652557 -4.972473 0.899374
H 2.817816 8.621426 -3.362154
C 6.543953 13.297611 0.437314
H 9.852192 4.300271 1.927931
C -3.265841 -9.721443 0.404784
H -2.338249 -9.509045 -0.122676
H -7.645163 -16.007351 3.473180
H -3.686417 -11.308336 -0.908304
C -2.711502 -4.207482 -1.378590
S -3.977015 -8.169564 0.968598
H 6.629885 6.343469 1.979141
H -3.080455 0.125279 0.080541
H -0.786693 4.511586 -1.188489
H -5.766155 -14.213177 1.836140

Atoms 1-3, force components in eV/Å:
0.00 0.01 0.01
-0.11 -0.04 -0.03
-0.07 0.07 0.11

Properties
**Molar mass**: 778.35 g mol⁻¹
**DFT total energy**: -2919.8900 Ha
**SMILES**: O=C(O)OCCCSC(=S)N(c1ccccc1)c1ccccc1.CCCCCC.CCCCCC.CCCCCC.CCCCCC.CCCCCC

[2]
# C44H121N11O11

11 unconnected molecules or ions with the total composition C44H121N11O11 in a non-equilibrium geometry (ωB97M-V/def2-TZVPD, OMol25).

Element x y z (Å)
H 15.185878 -2.395750 -13.830037
H 20.665209 -4.847502 -11.153158
H 18.495658 -0.486410 -20.388174
H 16.457502 -4.937315 -11.403768
O 12.447330 -0.408835 -11.473676
H 20.975396 -0.075558 -12.803679
C 18.708351 -3.511340 -10.207263
H 25.587410 -3.054737 -12.642274
H 20.038833 -5.332433 -17.388840
H 9.302768 -2.594149 -14.518715
H 11.000476 -5.803201 -14.080906
H 13.638357 4.725437 -14.903334
C 15.383836 0.964441 -13.896356
N 19.625131 0.956893 -14.008847
H 22.182881 -3.102000 -14.496233
H 18.791241 -6.663179 -19.061602
H 15.582813 -0.007551 -13.449828
H 15.447355 -7.956370 -20.093981
H 16.601311 -4.716560 -19.984814
H 12.115850 -1.505655 -18.538873
H 7.038754 -1.321870 -17.418012
H 18.791773 -4.948796 -16.121346
H 24.360195 -1.118017 -13.863863
H 15.141831 -10.083017 -17.049465
H 16.578116 -2.609940 -11.619574
C 12.913607 2.782489 -14.508297
C 19.039831 -2.362032 -13.642279
H 19.509189 -3.735483 -17.310559
O 23.937395 -2.515097 -11.527217
O 17.214283 1.090374 -18.368994
H 24.227836 -4.062711 -12.955662
C 24.200657 -3.240425 -10.340001
C 17.030499 -2.390872 -14.872824
H 7.334410 -0.636636 -19.066515
C 24.089705 -2.180940 -13.891751
C 15.112537 -4.125291 -15.111087
C 9.223452 -4.638959 -14.294046
C 16.621100 -6.506438 -19.116116
H 9.259553 0.176389 -9.978631
H 18.748988 -3.733784 -11.277824
N 7.949083 -3.793508 -17.863608
H 14.411833 -12.005973 -18.225530
C 13.957478 -9.330064 -15.431280
H 7.309928 -4.854854 -10.699349
H 21.485564 3.566355 -10.055579
H 19.778202 1.435075 -11.304832
H 17.453924 1.586872 -16.311727
H 19.046787 -2.488158 -9.982696
C 17.325413 -1.396608 -18.704272
O 13.909619 -11.596522 -16.224214
N 24.788696 -2.672980 -15.124400
H 14.088654 -4.140041 -14.721846
H 17.089725 -1.531707 -10.595317
H 20.360526 2.867227 -12.277478
H 19.302821 1.919424 -14.055188
N 16.615473 -5.678700 -20.313121
H 8.082336 -2.869432 -19.729302
H 15.821580 -0.023044 -19.235808
H 10.774702 2.957710 -9.528814
H 10.653321 3.234628 -11.288863
C 22.595833 -2.121877 -14.240730
H 22.298894 -1.413218 -15.007594
C 10.649715 -4.936535 -14.659625
H 18.546717 -2.285533 -20.167055
H 6.120369 -1.953073 -18.731059
H 12.644206 -3.148647 -18.178810
H 10.825262 -5.211562 -15.694996
H 13.524542 1.768611 -16.413040
C 6.851814 -4.696104 -11.677815
C 21.739158 2.501820 -9.954263
H 9.680579 -1.038806 -18.870097
C 24.493619 -3.026790 -12.710958
H 17.984379 -7.017959 -17.522627
H 13.945849 -13.400082 -17.097134
H 15.879347 -6.183075 -18.368097
C 20.667158 -4.786495 -10.059393
C 13.900368 2.057024 -15.431393
H 19.592180 -3.188499 -13.180745
C 10.386728 2.564958 -10.468786
H 15.107702 -4.400549 -16.163498
H 16.301455 -8.617673 -18.673406
C 15.536574 -2.682561 -14.834336
H 15.826515 -0.233950 -17.536261
H 14.703877 -0.885464 -15.527128
O 17.731229 -2.855582 -13.740552
H 20.900716 -5.750441 -9.613593
H 12.526719 1.535025 -12.007421
H 18.717181 2.063120 -17.444383
H 18.619512 0.398574 -17.033200
H 11.672569 -2.296899 -16.992215
H 17.162130 -1.301952 -14.926507
C 8.936799 -4.501011 -12.798695
C 10.791647 1.136971 -10.833627
H 10.529663 -0.731994 -10.286407
H 9.031369 -5.436009 -12.237212
C 20.819259 0.955307 -13.129394
H 22.934295 1.314363 -13.322081
C 14.803707 -8.124716 -15.116550
C 14.737331 -10.453748 -16.094155
C 13.764676 -0.864827 -11.236324
O 10.572646 -2.894798 -18.556567
C 14.467525 -12.457754 -17.237115
C 9.537231 -1.963655 -18.297638
H 16.290413 1.488452 -14.211626
H 15.049961 1.539647 -13.021158
H 14.177863 -7.240868 -15.007780
H 23.515548 -2.901224 -9.572028
H 13.136658 -10.815096 -14.286860
H 17.036681 -5.539203 -9.736661
H 9.535135 -1.784130 -17.216539
H 9.679887 -3.803455 -12.385464
H 17.170229 -8.298759 -20.225881
H 21.325964 -3.933819 -9.854447
C 22.039453 1.341209 -13.951804
H 15.692095 -10.702821 -15.605887
H 14.098209 -9.991620 -13.499036
H 8.516535 -5.377680 -14.684762
O 14.390166 0.848392 -14.880112
H 15.505658 -4.855170 -9.929568
H 14.743549 2.728997 -15.645275
H 25.235049 -3.005586 -10.053097
C 16.521127 -4.776741 -10.327985
H 24.227343 -4.321725 -10.501086
N 16.419627 -2.540995 -18.505051
H 14.637634 -0.265572 -11.494835
O 19.401181 -4.477114 -9.459531
N 10.270037 0.159169 -9.860661
C 20.583114 1.857426 -11.915590
H 16.987959 -3.348229 -18.226105
H 15.513482 -8.049265 -15.948330
N 14.778036 -1.871028 -15.778786
C 17.989731 1.278230 -17.214764
H 13.141494 -8.995554 -16.074843
C 17.942677 -1.377143 -20.111306
H 10.992026 2.212139 -15.512342
H 13.792389 -1.208645 -10.196070
H 11.289771 -4.137015 -14.274135
H 15.396484 -8.207596 -14.203343
H 19.236514 -1.593090 -12.886298
H 24.168853 -2.443951 -15.883761
H 8.074690 -3.533994 -16.879217
N 12.779146 4.186818 -14.901663
C 16.507404 -0.137087 -18.387433
C 11.509024 2.147453 -14.555472
O 18.183350 -4.993810 -18.149987
N 8.843351 -3.377057 -14.971756
C 8.224413 -2.598415 -18.682223
H 8.782972 -4.336890 -18.088278
C 11.819097 -2.447693 -18.070303
H 15.609287 -4.851753 -14.463608
N 13.342677 -9.818010 -14.170947
H 9.299816 2.585850 -10.356410
H 7.838658 -3.256693 -14.925033
H 22.131690 0.696334 -14.820305
H 20.978340 2.128984 -9.256774
H 10.890560 2.703584 -13.847993
H 6.572753 -5.645026 -12.146354
H 15.518486 -12.615327 -16.975022
H 12.915254 1.228144 -10.250810
C 17.957682 -6.370557 -18.407210
H 22.011344 2.395064 -14.248532
H 17.108116 -1.565245 -20.790668
H 5.911411 -4.172955 -11.506874
H 22.755024 2.458481 -9.567162
N 16.520570 -2.381470 -10.623595
H 10.323847 0.913522 -11.803307
C 19.146134 -4.748702 -17.130110
H 18.107019 -1.468470 -17.936177
H 17.432550 -2.830298 -15.792633
H 12.173661 4.701047 -14.272903
H 15.815892 -5.903111 -20.888251
H 25.688214 -2.237993 -15.278908
C 17.190200 -3.451925 -9.917317
H 22.173951 -1.845513 -13.266780
O 21.760817 1.753025 -11.140593
C 12.280812 0.974891 -11.102621
H 13.317541 2.745047 -13.493514
C 7.092398 -1.527013 -18.491773
H 19.565451 -2.045656 -14.543873
H 13.886175 -1.796131 -11.799719
H 19.880253 0.675639 -14.945847
H 11.598480 1.089634 -14.304137
H 16.944505 -3.381723 -8.852611
C 16.390385 -7.967472 -19.542970
H 13.813667 -2.165582 -15.862413
O 7.651452 -3.958781 -12.574886
H 15.903474 -2.446559 -17.624826

Atoms 1-3, force components in eV/Å:
0.30 -0.44 0.28
-0.53 -0.29 -0.01
0.04 0.07 0.20

Properties
**Molar mass**: 980.52 g mol⁻¹
**DFT total energy**: -3178.6784 Ha
**ΔE to the lowest compared entry with this formula, charge and spin**: 68.9 kcal per mole
**SMILES**: COC[C@H](C)N.COC[C@H](C)N.COC[C@H](C)N.COC[C@H](C)N.COC[C@H](C)N.COC[C@H](C)N.COC[C@H](C)N.COC[C@H](C)N.COC[C@H](C)N.COC[C@H](C)N.COC[C@H](C)N

[3]
# C14H31N8O13

7 unconnected molecules or ions with the total composition C14H31N8O13 in a non-equilibrium geometry (ωB97M-V/def2-TZVPD, OMol25).

Element x y z (Å)
H 6.804267 -0.344731 -7.480875
H -3.874195 -4.597766 1.824091
O 2.252629 3.413507 -1.871673
O 1.521855 -0.807150 -3.895788
H 7.885174 0.959799 -8.078333
N -2.949524 -3.134574 3.003280
N -3.817546 1.269231 1.439636
H -2.417090 1.164893 4.930330
H 4.036749 0.122136 -5.665727
C 0.791940 -4.867322 0.465644
O 3.379955 2.354253 -0.302989
O 0.785167 -6.734638 1.849601
O 3.637171 -1.421902 -3.861623
C -3.256314 3.205292 4.187938
C -2.324836 1.024396 1.466086
H -2.254458 -4.048814 1.251851
H -4.345672 1.556640 5.432461
H -3.939565 4.073006 4.630000
C -3.335455 1.889788 4.909897
N 1.399546 -0.856334 2.128905
C -2.312804 3.400981 2.852170
H -0.548631 2.436123 1.755547
C -4.232234 2.675070 1.066177
N -1.685982 0.921190 0.078655
C 2.975860 0.184086 -5.414199
C -3.214697 -3.741154 1.670800
H -0.160072 -0.018164 3.247607
H 2.359818 -0.114499 -6.264826
C -1.682440 -0.446869 -0.219751
O -1.922534 -1.592595 -0.915472
H 0.508840 1.699144 -0.969205
H -0.973339 1.484799 3.327485
H 1.801992 0.545570 -0.495874
C 0.540018 -0.850583 3.343375
H 7.973149 0.447218 -6.358876
H 1.193380 -0.722830 4.208838
O 5.555317 1.302445 -5.893086
H -3.692995 -2.995558 1.032125
H 1.399269 -4.294465 1.169360
N 2.689640 -0.758996 -4.299555
O -1.154561 -5.904476 1.215619
H -4.206059 0.634719 0.678351
H -2.178386 -0.056144 1.952472
O -3.290514 -1.957335 3.167215
H 0.052625 -4.225037 -0.017546
C -3.191415 3.854925 1.526564
N 0.081639 -5.920921 1.239699
H -3.794338 4.830716 1.805291
N 6.284432 1.583963 -6.851316
H -2.445930 4.055342 0.637981
H 1.543245 0.931241 -2.231220
H 2.719007 1.188123 -5.070460
C 1.502357 1.315521 -1.210008
O -2.406531 -3.857384 3.846946
H -4.468360 2.812205 -0.080385
C -1.469971 2.060714 2.413602
O 2.075947 0.157448 1.919629
H -5.251658 2.883635 1.651404
H 0.004270 -1.800418 3.401475
O 6.230152 2.619211 -7.525377
H -1.524105 4.258284 3.098831
H -4.227152 0.958115 2.347927
O 1.373651 -1.870551 1.421984
N 2.456939 2.453242 -1.119864
H 1.413300 -5.368321 -0.279429
C 7.320060 0.582565 -7.223390

Atoms 1-3, force components in eV/Å:
0.08 0.14 0.19
0.30 0.04 0.00
0.34 -1.25 1.08

Properties
**Molar mass**: 519.45 g mol⁻¹
**DFT total energy**: -1967.1217 Ha
**ΔE to the lowest compared entry with this formula, charge and spin**: 73.3 kcal per mole
**Charge**: +1

no.,E_HOMO (eV)
1,-8.56
2,-8.68
3,-12.65